A cluster of 11 separate species, C53H106F15N5O11 in total at a distorted geometry. Source: the OMol25 dataset; level of theory: ωB97M-V/def2-TZVPD.

```
190
Properties=species:S:1:pos:R:3:forces:R:3
C 3.0321 -20.9020 15.9850 0.37 0.03 -0.16
H -2.9761 -13.1269 8.5370 -0.03 -0.17 0.03
C -1.6104 -15.1573 17.6109 -0.22 0.54 0.02
N 1.7300 -22.2805 14.3747 -0.23 0.38 0.31
O -1.9326 -14.0566 16.7012 0.18 0.02 0.16
C 1.4808 -19.7901 25.7336 0.13 -0.13 0.13
H -6.6688 -17.9763 20.5254 -0.04 0.12 0.10
H -1.2770 -17.9461 19.0606 -0.04 0.03 0.08
C -3.1445 -12.9419 15.0042 0.20 0.32 0.24
C -4.9564 -17.4053 11.5313 0.24 -0.02 -0.01
N -1.7438 -18.3659 16.4504 0.50 0.10 -0.10
C -0.6542 -14.5986 11.9281 -0.49 -0.30 0.05
C -5.8691 -16.1246 22.0794 0.44 0.66 -0.29
H -4.4013 -15.0284 23.3087 -0.04 0.12 -0.15
H -0.7593 -21.5518 12.1180 0.15 -0.18 -0.10
H -4.6044 -19.5164 20.5617 0.09 -0.11 -0.07
H 1.9341 -24.3112 14.3879 0.00 0.03 0.07
O -1.5465 -12.3824 11.8287 0.14 0.36 0.45
H -7.0931 -20.8744 13.4107 0.15 -0.02 0.01
H -4.3272 -12.6815 11.2572 0.15 0.47 -0.03
H -2.5261 -19.7774 14.0211 0.04 0.12 0.07
C -0.0286 -23.0582 17.1489 -0.08 -0.94 -0.48
C -0.0922 -21.3589 12.9568 0.35 0.65 0.47
H -5.1859 -16.3803 24.1102 0.00 0.04 -0.03
O 0.6697 -19.8358 24.6970 -0.19 0.28 -0.01
C 3.6052 -16.2062 16.0260 0.63 0.13 0.31
H 2.2303 -19.8307 23.3029 0.02 0.03 0.34
H 4.6195 -22.8894 14.0076 0.03 -0.07 0.14
H 0.8491 -22.1968 19.5152 -0.06 0.05 0.02
C -5.4882 -24.9334 15.9866 0.01 -0.13 -0.82
N -7.6635 -19.2322 16.3678 0.22 0.34 -0.21
H -3.2228 -16.4413 22.2337 -0.09 0.01 0.07
C -6.4360 -18.4515 16.5278 0.20 -0.38 0.54
O 5.0403 -17.9742 14.5394 0.31 -0.13 0.10
H -5.7568 -19.0076 17.2077 -0.04 0.20 -0.31
H -8.3380 -21.0080 15.5458 0.03 0.06 0.15
H -5.5451 -19.4382 19.0469 -0.09 -0.06 0.33
H -7.9174 -18.9589 18.4243 -0.06 0.12 -0.10
H 1.0066 -22.7287 17.0918 -0.09 0.36 0.18
C 3.8253 -23.5892 13.7448 -0.21 0.27 0.12
H 0.3323 -18.3649 16.4006 0.07 -0.17 -0.06
C -6.9910 -24.9115 15.7367 -0.35 -0.18 0.44
C 0.3202 -19.8980 22.3487 -0.33 -0.02 -0.41
C -0.4162 -17.5642 14.5598 0.18 0.28 -0.39
C -2.9343 -18.3161 15.6117 -0.49 -0.46 0.54
H -2.9611 -17.4429 14.9678 0.33 0.00 -0.07
C 4.0490 -17.4790 14.0982 0.17 -0.03 -0.11
H -5.9184 -18.3857 15.5767 -0.05 0.00 -0.14
C -3.7418 -19.2406 10.6822 0.38 0.07 -0.18
H -4.8530 -13.7236 10.0001 -0.03 0.15 -0.24
H 1.6225 -15.7501 16.6278 -0.02 0.15 0.14
H -2.8892 -22.6989 13.7349 0.03 -0.29 -0.18
C -1.8798 -19.3296 17.5271 -0.52 0.10 0.19
H 3.5492 -19.9429 16.0731 -0.12 0.04 -0.01
C 2.5656 -23.4436 14.6108 -0.21 -0.76 -0.33
H -7.5316 -24.7634 16.6775 0.00 0.15 -0.10
H -9.9933 -20.6065 16.9295 -0.13 0.11 -0.06
H -5.7734 -16.6246 17.5321 0.09 -0.12 -0.29
C -4.9084 -18.8783 19.7322 -0.11 0.17 -0.37
C -3.6999 -23.3217 15.6295 0.49 -0.61 -0.36
H -4.9024 -11.9709 9.7034 -0.07 0.05 0.13
H -4.2849 -24.0581 18.2713 0.02 -0.05 -0.14
H -8.2520 -19.5627 13.6558 0.00 -0.11 0.02
F -4.0515 -12.1189 15.5635 0.11 -0.04 -0.04
H 0.5337 -17.5896 14.0196 0.08 -0.09 0.22
H -0.7139 -22.2720 16.8338 0.12 0.20 0.18
H 3.7960 -21.6555 16.1862 -0.14 -0.06 0.10
C -6.6673 -17.0555 17.0748 -0.37 0.39 0.18
H 0.2381 -23.5057 20.5482 -0.15 -0.03 0.05
H -4.2100 -19.4528 14.3611 -0.09 -0.44 0.14
H -4.2125 -20.7479 12.1337 -0.17 -0.05 0.07
F -3.6000 -13.2971 13.8088 -0.05 -0.05 -0.09
O 2.6170 -20.1581 25.7675 0.05 0.03 0.08
F -2.0027 -12.2699 14.8529 -0.17 0.01 -0.05
H -0.7820 -13.7854 19.0032 -0.03 0.23 -0.07
H 2.8751 -14.7162 17.3814 -0.04 -0.06 0.09
H -1.6986 -20.3716 17.2073 0.31 0.13 -0.02
H 1.7899 -22.1472 12.2636 -0.12 -0.15 -0.11
H -1.1875 -17.7131 13.8024 -0.03 -0.17 0.08
C -9.7159 -19.7988 17.6103 -0.05 -0.40 0.00
C -2.9569 -12.8302 9.5832 0.13 0.43 -0.23
N -5.0272 -17.1432 21.4800 -0.28 -0.48 0.62
C -5.3423 -15.5676 23.3950 -0.27 -0.42 0.21
C 2.5614 -15.2152 16.4672 -0.25 -0.25 -0.15
H 3.2586 -20.9385 13.8375 0.04 0.05 0.09
C -2.9717 -14.1760 15.9112 -0.19 -0.15 -0.10
H 0.7169 -20.2454 21.3923 0.06 -0.13 0.09
F -1.1196 -14.8896 13.1540 0.13 0.07 0.02
H -0.4108 -19.5929 15.3384 0.14 0.08 0.02
F 0.6097 -14.2100 12.0367 0.17 0.10 0.04
N -4.9595 -23.6063 16.2787 0.05 0.05 0.41
F 1.6593 -18.4866 27.6792 0.06 0.05 0.06
C -5.6494 -17.6689 20.2814 0.20 0.14 -0.20
C -7.3139 -19.9962 14.0155 -0.38 0.53 0.04
H -3.4143 -16.0598 19.1983 -0.37 -0.12 0.20
F -3.7454 -16.1287 13.1317 0.24 0.21 -0.03
C -4.4524 -21.9069 17.9988 -0.55 -0.44 -0.17
C -3.3564 -15.7087 20.2318 -0.56 -1.26 1.65
H 2.3827 -14.4597 15.7037 0.09 0.01 -0.04
H -5.9372 -23.4420 18.0744 0.08 -0.12 0.12
H -5.7199 -16.8709 19.5199 -0.10 -0.27 0.09
H 4.1893 -24.6112 13.8387 0.17 0.05 -0.05
H -3.0974 -17.7045 21.0570 0.10 0.09 -0.11
H -7.7800 -20.6312 17.9776 0.13 0.05 -0.19
H -2.9343 -19.3370 17.8324 0.21 0.04 -0.21
H -6.6193 -21.0178 15.7999 0.07 0.26 0.07
C 1.2502 -20.2802 23.4620 0.20 -0.23 -0.56
H 0.0004 -19.1042 18.6605 -0.02 0.00 -0.08
H 0.1997 -18.8197 22.2436 -0.05 0.02 0.24
C 0.7767 -19.1914 26.9760 0.13 0.05 0.06
H 3.5775 -23.3971 12.7007 0.04 -0.16 -0.07
H -0.8480 -22.2020 20.0011 -0.02 -0.04 0.00
H -4.9779 -21.2463 17.3016 0.19 0.07 0.02
H -2.3243 -15.3655 20.3458 -2.65 -1.05 1.70
O -5.8864 -17.5740 10.8062 -0.35 0.03 -0.29
H -10.1872 -18.8790 17.2732 -0.02 0.06 0.03
C 3.6286 -17.6866 12.6235 -0.20 -0.01 -0.01
H -3.7667 -18.1483 16.3029 0.02 0.03 -0.01
H -6.5726 -19.2158 13.8446 0.25 -0.19 -0.06
H -3.3784 -21.8035 17.8546 -0.05 0.21 0.34
C -4.5609 -20.4087 11.1612 -0.01 -0.17 -0.50
H -3.0031 -24.1763 15.7157 0.05 0.11 0.16
H -7.2779 -24.1169 15.0495 0.15 0.09 0.00
H -4.4576 -22.0409 14.1383 -0.05 -0.11 -0.15
F 2.9602 -16.6457 12.1262 0.00 0.06 0.07
F 2.8316 -18.7640 12.5330 0.00 0.00 -0.05
C -4.9539 -16.3135 12.6190 -0.20 -0.57 0.58
C -4.3372 -12.7736 10.1719 -0.32 -0.77 0.17
C 1.0715 -22.3366 13.0774 -0.34 -0.13 -0.02
H -2.3488 -15.9514 17.5596 0.02 0.02 -0.45
H -7.3691 -25.8520 15.3270 0.22 -0.05 0.02
H -4.4330 -21.2108 10.4279 0.11 -0.08 0.18
H 3.7488 -17.0220 16.7368 -0.26 -0.13 -0.11
H -5.2327 -25.6756 16.7559 0.00 0.17 0.16
H -3.2386 -22.4676 16.1218 0.08 -0.19 -0.08
H -4.9943 -25.3012 15.0798 -0.04 0.09 0.03
H -2.5107 -14.1441 19.3061 0.60 0.48 -0.65
C -3.8569 -22.9582 14.1671 -0.45 0.80 0.15
H -0.6593 -15.5044 17.2189 0.11 -0.28 0.34
F -5.4162 -15.1618 12.1674 -0.12 0.24 -0.20
H -3.1989 -20.4798 15.4738 -0.37 0.02 0.06
C 2.4507 -21.0385 14.5832 0.43 0.34 0.07
C -3.2365 -19.5982 14.8374 0.26 0.52 -0.57
O -3.7533 -15.0769 15.8646 -0.31 -0.32 0.01
C -0.0071 -22.8422 19.7227 0.10 0.15 -0.12
O -2.1487 -13.8320 10.2360 0.07 -0.51 -0.12
H -6.8609 -16.5511 22.2308 0.00 -0.09 0.05
C -1.5541 -14.5576 18.9997 2.47 1.28 -1.61
H 2.7963 -23.5457 15.6724 0.12 0.21 0.01
H 0.3039 -20.3438 12.8486 -0.21 0.01 -0.10
F -5.7644 -16.7338 13.6178 0.13 0.14 -0.19
H 0.6651 -23.3470 12.9813 0.20 -0.03 -0.16
H -1.2523 -15.3115 19.7301 1.22 0.49 -1.15
H -6.0096 -15.2736 21.3810 -0.10 -0.07 0.05
H -4.3902 -23.7029 13.5788 0.22 -0.16 -0.05
F 0.3052 -20.1660 27.7630 -0.03 -0.07 -0.11
H -7.4303 -17.0564 17.8589 0.06 -0.07 -0.04
H -6.0940 -14.8972 23.8134 0.10 0.07 0.03
C -0.3560 -23.6581 18.4934 0.57 0.34 0.21
C -4.9097 -23.3419 17.7111 -0.34 0.48 0.08
H 1.3735 -21.3632 23.4978 0.07 0.01 0.15
F -0.6919 -15.7189 11.2035 0.04 0.05 0.02
O -0.7822 -24.7791 18.5971 -0.33 -0.27 0.01
O -3.8365 -18.1024 11.5728 0.05 -0.03 0.07
C -7.4558 -20.3617 15.4865 -0.24 -0.72 -0.44
H -0.5583 -16.5471 14.9322 0.07 -0.02 0.05
F 4.7020 -17.8919 11.8722 0.06 -0.07 -0.02
H 1.8162 -20.1618 14.4360 -0.32 -0.27 -0.16
C -1.5197 -13.4659 11.3372 0.02 0.20 -0.55
H -4.0407 -14.8734 20.3800 0.01 0.16 -0.12
H -0.6556 -20.3641 22.4908 -0.05 0.12 -0.03
C -0.4900 -18.5539 15.7030 -0.56 0.17 0.08
H 2.2517 -20.9501 16.7447 0.00 -0.04 0.01
C -8.2073 -19.6659 17.6441 0.03 -0.05 0.41
H -2.4597 -11.8607 9.6275 0.11 -0.10 0.23
C -3.6339 -16.7786 21.2828 -0.28 -0.21 -0.09
H -4.0460 -18.6013 19.1170 0.02 0.08 0.41
O 3.1980 -16.7143 14.7411 -0.44 0.29 -0.15
H -0.1080 -23.8743 16.4274 -0.15 0.13 -0.08
H -2.6762 -19.4663 10.6903 -0.03 -0.06 0.07
H -3.9929 -18.9420 9.6637 -0.22 0.15 0.13
H 4.5955 -15.7525 15.9196 -0.13 0.06 -0.17
C -1.0788 -18.9794 18.7755 0.04 -0.35 -0.16
H -4.7589 -21.6159 19.0002 0.28 -0.01 0.16
H -10.0984 -20.0815 18.5937 -0.02 0.11 0.00
F -0.2334 -18.3865 26.6509 -0.09 -0.01 -0.04
H -1.4105 -19.6483 19.5751 0.12 0.14 0.12
H -0.6809 -21.3582 13.8788 -0.03 -0.17 -0.06
H -5.6252 -20.1846 11.1555 -0.01 0.12 0.27
H -7.0199 -16.3545 16.3169 0.05 -0.15 -0.15
```
Positions in Å, forces in eV/Å.

Results
E_tot: -4682.4213 hartree
gap between HOMO and LUMO: 8.3076 eV
SMILES: CCOC(=O)C(F)(F)F.CCOC(=O)C(F)(F)F.CCOC(=O)C(F)(F)F.CCOC(=O)C(F)(F)F.CCOC(=O)C(F)(F)F.CCN(CC)CC.CCN(CC)CC.CCN(CC)CC.CCN(CC)CC.CCN(CC)CC.CC(C)=O
relative energy (zero: lowest compared OMol25 entry of this formula, charge and spin): 1.714 eV
largest force on an atom: 3.31 eV/A